# 1
Below is a cluster of 6 separate species, C24H32BF18O12 in total in a non-equilibrium geometry, with properties calculated with wB97M-V/def2-TZVPD.

CARTESIAN COORDINATES (ANGSTROEM)
O  5.34  0.33  3.42
B  4.48  0.50  2.31
O  4.91  -0.16  1.14
C  3.21  1.37  2.46
C  2.00  0.74  1.73
C  0.87  0.58  2.74
C  -0.46  0.26  2.14
F  -0.43  -0.62  1.16
F  -1.28  -0.27  3.06
F  -1.08  1.31  1.67
H  5.28  1.16  3.91
H  5.22  -1.05  1.34
H  3.45  2.33  1.99
H  1.65  1.40  0.93
H  2.28  -0.21  1.27
H  1.15  -0.12  3.50
H  0.77  1.53  3.24
C  -3.62  -0.52  -0.20
C  -2.53  -0.55  -1.24
O  -3.08  -0.60  -2.58
C  -3.52  0.54  -3.08
O  -3.52  1.61  -2.55
C  -4.03  0.31  -4.51
F  -4.83  -0.77  -4.59
F  -3.01  0.11  -5.36
F  -4.73  1.36  -4.95
H  -4.30  -1.37  -0.34
H  -3.20  -0.56  0.80
H  -4.22  0.39  -0.28
H  -1.93  -1.45  -1.13
H  -1.85  0.30  -1.14
C  9.05  1.11  -3.96
C  8.26  1.32  -2.69
O  7.49  0.16  -2.34
C  8.14  -0.83  -1.76
O  9.31  -0.85  -1.50
C  7.17  -1.96  -1.42
F  6.37  -2.26  -2.46
F  6.40  -1.60  -0.39
F  7.83  -3.08  -1.08
H  8.39  0.81  -4.77
H  9.56  2.02  -4.24
H  9.79  0.32  -3.83
H  7.53  2.13  -2.83
H  8.90  1.60  -1.85
C  2.64  -3.65  8.04
C  3.81  -2.70  7.89
O  3.47  -1.60  7.03
C  2.76  -0.63  7.58
O  2.37  -0.59  8.71
C  2.52  0.48  6.55
F  2.11  -0.03  5.38
F  3.65  1.17  6.35
F  1.59  1.34  6.98
H  2.29  -3.99  7.07
H  2.93  -4.52  8.63
H  1.80  -3.17  8.54
H  4.64  -3.21  7.40
H  4.16  -2.33  8.85
C  -3.07  3.71  -5.53
C  -3.58  4.29  -6.83
O  -4.05  5.64  -6.67
C  -3.11  6.58  -6.63
O  -1.93  6.42  -6.72
C  -3.78  7.96  -6.50
F  -4.72  7.96  -5.54
F  -4.37  8.32  -7.65
F  -2.88  8.90  -6.19
H  -3.84  3.79  -4.76
H  -2.80  2.67  -5.66
H  -2.20  4.26  -5.17
H  -4.44  3.72  -7.18
H  -2.83  4.25  -7.62
C  -6.59  -6.32  1.62
C  -7.08  -5.72  0.32
O  -7.53  -4.36  0.51
C  -6.58  -3.44  0.58
O  -5.41  -3.63  0.50
C  -7.22  -2.05  0.74
F  -8.18  -2.05  1.68
F  -7.79  -1.66  -0.41
F  -6.31  -1.14  1.08
H  -7.36  -6.25  2.39
H  -6.32  -7.37  1.47
H  -5.71  -5.79  1.99
H  -7.95  -6.27  -0.04
H  -6.32  -5.75  -0.46

## Properties
- total charge = -1

---

# 2
Below is the molecule C16H17N3O2, with properties calculated with wB97M-V/def2-TZVPD.

CARTESIAN COORDINATES (ANGSTROEM)
C  -6.57  -1.30  -0.98
H  -7.09  -0.40  -0.62
O  -5.53  -1.67  -0.11
C  -4.51  -0.79  0.09
C  -4.40  0.46  -0.50
C  -3.31  1.27  -0.21
C  -2.32  0.86  0.67
C  -2.44  -0.39  1.25
C  -3.51  -1.21  0.98
H  -3.61  -2.18  1.43
H  -1.67  -0.73  1.94
C  -1.13  1.73  0.97
C  0.12  1.09  0.44
N  0.96  0.71  1.31
N  2.17  0.14  0.96
C  3.09  0.65  0.09
O  2.92  1.66  -0.57
C  4.36  -0.13  0.04
C  4.43  -1.50  0.28
N  5.56  -2.19  0.21
C  6.67  -1.54  -0.12
C  6.71  -0.19  -0.41
C  5.53  0.53  -0.34
H  5.48  1.58  -0.56
H  7.63  0.29  -0.69
H  7.57  -2.15  -0.15
H  3.56  -2.09  0.52
H  2.49  -0.49  1.68
C  0.22  0.94  -1.04
H  -0.76  1.05  -1.51
H  0.91  1.68  -1.45
H  0.63  -0.04  -1.29
H  -1.25  2.71  0.51
H  -1.02  1.85  2.05
H  -3.25  2.24  -0.68
H  -5.15  0.82  -1.19
H  -6.21  -1.13  -2.00
H  -7.27  -2.14  -0.98

## Properties
- total charge = 0
- SMILES = COc1ccc(C/C(C)=N/NC(=O)c2cccnc2)cc1
- relative energy (zero: lowest compared OMol25 entry of this formula, charge and spin) (eV) = 2.345

---

Number 1: E -99572.308 eV. Number 2: E -25432.344 eV.